No. 1
Entry from OMol25: 4 unconnected molecules or ions with the total composition C40H74N2O11S3 (ωB97M-V with the def2-TZVPD basis set).

Each line ends with the Mulliken charge.
CARTESIAN COORDINATES (ANGSTROEM)
1 C 0.36805 1.49377 9.66983  -0.447
2 H 1.25214 -3.75645 -0.33738  0.194
3 C 2.35307 -6.21348 8.77411  -0.585
4 H -6.19695 -2.33008 -3.58784  0.152
5 C 0.54526 3.23227 -6.46562  -1.253
6 H 1.34479 -6.17113 9.19858  0.287
7 H -3.22461 3.99657 -0.76108  0.336
8 C -0.36643 -3.12825 -5.23481  -1.483
9 H 3.76202 -1.37915 0.93712  0.256
10 H 0.66443 2.94668 -7.57249  0.405
11 H -3.88388 3.95060 -6.04566  0.385
12 H 0.75045 2.71532 0.09448  0.301
13 H 2.14222 -0.66276 1.54878  0.162
14 N -3.89816 2.95019 -5.80542  -0.548
15 C 2.05681 -1.54216 -0.52697  0.739
16 H 0.15045 3.55141 9.01287  0.331
17 H -5.32942 -3.92627 -3.84123  0.233
18 N -0.32635 5.01282 -2.44387  0.145
19 C 2.27338 -6.15316 7.24728  -0.650
20 C -1.19245 -0.74709 -4.66154  0.436
21 S 3.50299 -0.06010 4.03236  1.266
22 C 1.59017 -0.35494 -2.88407  -0.052
23 O 0.66722 2.10979 -5.56079  0.164
24 O 3.60743 -2.88191 7.67378  -0.718
25 C -3.09589 1.28247 -7.47841  -0.767
26 H 0.65560 2.43599 7.70842  0.383
27 O -2.13656 6.38652 -1.86835  -0.605
28 H 0.81156 0.56945 9.28507  0.191
29 H -2.22449 0.56883 -7.67595  0.133
30 H -5.27509 0.80675 -6.91967  0.344
31 H 1.55483 -6.87407 6.85136  0.324
32 H 4.24683 0.07889 7.55500  0.307
33 H 0.80492 -4.60031 6.81313  0.376
34 O 1.37590 -3.07407 8.85348  -0.698
35 H -7.35777 -5.17066 -2.82487  0.274
36 H 0.91198 4.67613 -4.14245  0.332
37 C -2.80439 4.03630 -1.81849  -0.761
38 H 0.37912 2.61856 11.51086  0.301
39 H -3.85010 -2.33662 -5.26307  0.125
40 H -8.49225 -3.64652 -3.07727  0.281
41 C 3.10137 0.33381 5.72450  -0.863
42 C -2.61070 2.40319 -6.39435  1.443
43 C 0.96156 1.81866 11.04218  -0.642
44 H 2.69509 3.04187 11.55373  0.339
45 O -1.92825 3.48899 -7.06202  -0.561
46 H -2.25494 4.78856 -4.72158  0.515
47 C -0.11267 5.15912 -3.92275  -0.672
48 H -0.16793 6.25744 -4.22268  0.253
49 C 2.39971 2.29139 10.81989  -0.647
50 H -3.69312 4.16506 -2.54255  0.274
51 H 1.49250 0.56096 -6.83491  0.279
52 H 6.34987 -0.59306 6.15797  0.371
53 H 3.11709 1.42116 5.82701  0.360
54 H -3.47862 1.76661 -8.43676  0.341
55 H -3.96998 0.35898 -5.59424  0.231
56 O -6.85026 -3.34552 -5.29832  -0.399
57 H 5.48694 -1.35013 4.05645  0.341
58 H -0.87029 0.33964 -4.79898  -0.464
59 C -4.75326 -1.98717 -5.89273  -0.124
60 O 2.61040 4.44458 9.29795  -0.714
61 C 5.25443 -0.31140 4.29786  -0.786
62 H -2.38216 2.98106 -2.03346  0.153
63 C 1.34494 -2.82936 -1.00057  -0.947
64 C -7.43715 -4.03632 -2.90372  -1.024
65 H 3.02436 -4.73241 10.24802  0.393
66 H 2.34063 -4.42346 5.91791  0.299
67 C 2.57957 0.61895 -4.82912  -0.590
68 H 5.76560 1.04993 5.89572  0.349
69 H 1.37855 3.72161 -2.13004  0.352
70 H 4.20797 -5.10141 8.95816  0.352
71 H -4.92174 -1.33055 -8.09896  0.511
72 C 0.12130 3.59837 -0.30688  -1.186
73 H 0.50691 4.52358 0.25691  0.322
74 H -6.25617 -2.97858 -7.26123  0.303
75 H -0.63374 5.08846 -6.72199  0.342
76 S 2.50302 -3.67112 8.17434  1.113
77 C 1.88809 -4.72291 6.86400  -0.547
78 H 2.11260 -0.05277 5.97222  0.486
79 C 2.63424 -1.53250 0.97393  -0.708
80 C 0.74104 2.66523 8.77043  -0.673
81 C 3.14814 -4.98462 9.19516  -0.740
82 H -5.37812 -1.23676 -5.27263  0.149
83 H -1.52636 -0.87012 -3.57839  0.423
84 H 0.21285 -3.85591 -2.71978  0.184
85 H -1.98895 -0.99841 -5.43696  -0.646
86 C 2.21216 -0.30987 -1.44105  -0.489
87 H -0.71372 1.35438 9.71859  0.352
88 O 3.29233 2.20227 8.34324  -0.541
89 H -1.14022 -3.46899 -4.46537  0.321
90 C 0.73075 -2.87891 -2.41804  -0.701
91 C -6.35374 -3.42177 -3.94421  -0.061
92 O 2.90020 -1.33334 3.70268  -0.622
93 C 5.51023 -0.00817 5.77545  -0.945
94 H 2.56721 2.03672 -6.61109  0.478
95 H -7.11303 -3.62389 -1.87209  0.300
96 C 0.83716 -1.63447 -3.34628  0.246
97 H 5.81836 0.35679 3.64596  0.498
98 H -1.98294 1.83090 -5.63359  -0.890
99 H 2.82637 -7.13484 9.11935  0.351
100 C -1.20550 4.30138 -4.72608  -0.045
101 H -3.15762 -1.51221 -7.36852  0.110
102 H -0.92355 -2.98173 -6.23784  0.384
103 C -5.74159 -3.19693 -6.25527  -0.434
104 H 2.79279 -0.47988 -5.05691  0.365
105 H -0.94345 3.41468 0.05913  0.234
106 C 0.24386 3.74352 -1.91044  0.122
107 O 3.30858 1.11982 3.21789  -0.704
108 H 0.92953 0.95558 11.71074  0.347
109 C -1.73344 5.20522 -2.05909  0.382
110 H 3.25194 -6.39773 6.82161  0.306
111 H -3.91130 2.80791 -4.78261  0.233
112 C 0.15515 -1.65722 -4.81602  1.049
113 H -5.21140 -4.21761 -6.25946  0.261
114 H 2.76161 0.63980 -1.11571  0.382
115 S 2.44129 3.01422 9.18337  1.048
116 H -0.21016 2.79290 -2.35886  -0.143
117 H 3.10249 1.45658 10.83830  0.357
118 H 4.06492 -1.39133 6.59016  0.174
119 C -4.22733 0.41021 -6.72010  -0.542
120 H 2.32586 -2.51167 1.46817  0.183
121 H 1.37021 4.00953 -6.24164  0.515
122 H -1.34411 3.31774 -4.13320  -0.200
123 O 1.73964 0.83157 -3.65933  -0.243
124 C -4.24177 -1.15144 -7.20177  -0.521
125 H 0.87723 -1.24971 -5.59701  -0.007
126 H 0.47009 -3.87988 -5.42131  0.312
127 C 1.81105 1.34726 -6.07091  -0.685
128 H 3.56470 1.20592 -4.69249  0.398
129 C -0.84947 4.04353 -6.27223  -0.015
130 C 4.21740 -0.30971 6.53591  -0.058

Cartesian forces (eV/Å) of the 6 atoms listed first:
C 0.007 -0.198 -0.003
H 0.248 1.672 -0.952
C -0.147 -0.110 0.023
H -0.063 -1.653 -0.461
C -0.849 1.678 -0.062
H 0.100 0.003 0.015

Summary:
total charge	0
HOMO energy	-0.296	Eh
lowest unoccupied orbital energy	0.4	eV
SMILES string	CCOCCCCC[C@H](N)O[C@@H](CCN(CC)C(C)=O)COCCOc1cc(C)ccc1C(C)C.O=S1(=O)CCCC1.O=S1(=O)CCCC1.O=S1(=O)CCCC1
spin multiplicity	1

No. 2
Entry from OMol25: 10 unconnected molecules or ions with the total composition C40H74O23S7 (ωB97M-V with the def2-TZVPD basis set).

Each line ends with the Mulliken charge.
CARTESIAN COORDINATES (ANGSTROEM)
1 S 2.47487 4.32905 2.04602  1.034
2 H -4.29005 6.35554 -4.06943  0.403
3 O 1.81535 -1.22272 3.30406  -0.244
4 C 1.85719 0.97128 4.76804  0.284
5 O 2.84880 2.98043 1.66167  -0.554
6 C 0.03423 1.40214 0.55514  2.324
7 H -4.38166 -0.51509 -1.78705  0.484
8 C -3.76391 -0.22483 -2.67214  0.499
9 C -2.27883 1.87778 4.29620  0.595
10 H 0.40386 2.37184 0.31453  -1.993
11 H -4.63383 0.54507 -5.98869  0.541
12 H 1.73629 0.45738 -0.45741  -0.878
13 H 3.43846 2.35370 -0.65541  0.077
14 C 3.85357 -3.42562 0.27082  0.176
15 O -2.31831 1.10445 5.36638  -0.341
16 O -5.01145 2.16424 -3.22010  -0.621
17 H -1.60495 -5.52390 1.03469  -0.003
18 H -3.28441 -3.20420 0.16929  -0.224
19 S 2.20566 3.27383 -2.57157  1.066
20 H -3.58819 -7.19460 0.18802  0.338
21 O -3.12065 1.33238 3.34183  -0.301
22 H 5.20360 0.34457 5.41629  0.527
23 C -3.89036 0.62446 -5.18551  -0.513
24 H -2.21323 7.34445 -2.52045  0.310
25 O 0.80956 -5.42295 1.06185  -0.144
26 H -1.57289 -6.50948 -1.30131  0.348
27 C 2.90941 5.46243 0.69254  -0.194
28 C 1.95447 -2.79880 -2.59004  -1.032
29 C 1.79326 -5.76328 3.10549  0.279
30 H -2.46010 4.83122 -5.42431  0.350
31 H 1.83385 1.37438 3.76341  -0.528
32 O 3.04930 4.75776 3.28761  -0.708
33 O 0.80832 -1.22336 5.68484  -0.755
34 H 5.10995 1.21475 -2.37915  0.495
35 H -2.00258 -0.80472 4.61775  0.105
36 C 4.20360 0.25187 5.00978  -0.641
37 C 0.47531 5.82225 0.94990  -0.146
38 O 2.28749 -6.67829 -0.15332  -0.594
39 O -2.33449 3.39844 -2.20229  -0.704
40 C 2.65446 -3.77411 -1.65936  0.705
41 H -2.99891 0.50441 -2.43889  -0.841
42 O 4.09802 -3.28339 1.44228  -0.554
43 H 2.35839 -1.77892 -2.47131  -0.042
44 H 2.17551 -4.76255 -1.64049  0.189
45 S -4.87559 0.76079 -3.62507  1.168
46 H -2.98273 -1.31962 -5.78197  0.400
47 H -1.21720 -4.26701 -0.05111  -0.675
48 O -5.69107 -5.42539 0.73681  -0.736
49 H -0.94519 1.54710 -1.50846  -0.686
50 H 1.77496 0.24119 1.35401  0.384
51 H 3.92399 5.76081 0.86217  0.600
52 H 3.60154 2.32946 5.04607  0.391
53 H 4.46349 -4.74932 -2.51224  0.373
54 H 1.80092 7.04797 -0.11943  0.508
55 H 3.52630 -1.20346 6.43262  0.324
56 H -0.88305 5.50715 -1.84304  -0.383
57 H 4.42137 3.34575 -1.68576  0.775
58 C -1.04781 5.56048 -2.93817  -0.021
59 H -2.56986 -5.22596 -1.87726  0.454
60 C -2.13508 6.57127 -3.34928  -0.688
61 H 3.21023 1.36694 6.49330  0.298
62 H -3.24829 -0.63601 5.79590  0.419
63 C 1.77073 6.52578 0.81741  -0.966
64 C -1.10989 1.06307 -0.50351  -0.411
65 O -1.92276 -1.59709 -0.59875  -0.192
66 H -0.39734 1.49864 1.53891  0.236
67 H 0.81133 -2.81398 -2.44328  0.015
68 H 0.26905 4.70947 2.95561  0.554
69 H 0.04115 -4.56781 2.75395  0.430
70 H -4.75115 0.43850 4.17975  0.131
71 C 2.03987 1.88983 -3.68068  -0.106
72 H -4.19561 -6.98393 -1.43403  0.466
73 S -4.62402 -5.06095 -0.19788  1.139
74 C -3.44662 5.76766 -3.61653  -0.621
75 H -1.79587 7.02700 -4.28003  0.307
76 C 3.62555 2.60653 -1.70360  -0.620
77 O 1.10639 3.30873 -1.57614  -0.622
78 H 0.37300 3.64992 1.54195  -0.718
79 C 0.74019 4.57688 1.94711  0.728
80 O 2.47026 -6.48337 2.05761  -0.411
81 O 2.54134 4.43404 -3.33666  -0.846
82 H -0.09489 5.81002 -3.37557  0.467
83 H -2.04897 -0.19779 -4.78403  0.117
84 C -2.91681 4.59160 -4.41748  -0.692
85 C -3.04071 -0.62767 -4.92261  -0.711
86 H 0.25699 5.36738 0.02935  -0.336
87 C 2.87095 -5.24095 4.00069  -1.234
88 H 4.01214 2.09222 -4.57823  0.340
89 C 3.22212 1.37085 5.39792  -0.734
90 C -3.29930 -4.14617 0.59291  0.035
91 C 3.42379 1.45175 -3.89554  -0.940
92 C -2.00464 -4.94418 0.19749  1.216
93 C -3.74530 0.18344 3.83110  0.671
94 H -4.20429 -1.98696 -3.64516  0.568
95 H -0.00072 -1.46222 1.13342  0.512
96 C 1.13368 0.30921 0.44151  0.011
97 S -0.88290 -0.67036 -0.94772  0.623
98 C -2.81982 -0.16712 4.96289  -0.393
99 C 3.51333 -1.09012 5.33651  -0.663
100 C 0.44070 -1.00203 0.25368  0.690
101 C 4.03676 1.38572 -2.46785  -0.147
102 H 4.43795 0.16864 3.92866  0.173
103 O -6.06078 -0.02380 -3.78181  -0.688
104 H 3.51778 -6.05074 4.44057  0.370
105 H 0.98877 1.20985 5.42246  0.295
106 H -3.08410 -1.10871 2.17506  0.049
107 H 2.40742 -4.58242 4.76144  0.334
108 H 1.14865 -1.76717 -0.11458  -1.126
109 H 1.42958 1.10464 -3.13944  -0.325
110 H -4.36354 -1.82915 3.22489  0.453
111 H 2.17356 -3.15182 -3.62830  0.578
112 H 3.55023 -4.55695 3.46882  0.174
113 H -3.70123 3.85446 -4.68131  0.241
114 H -3.83487 5.45701 -2.61205  0.223
115 H -2.47695 -1.89394 -3.39287  0.066
116 O -0.70293 3.13354 -4.08236  -0.743
117 H 3.54237 0.38869 -4.26818  0.392
118 C -3.37028 -1.33505 -3.65503  -0.505
119 O -0.42293 -0.67885 -2.31578  -0.434
120 O -4.96288 -4.45426 -1.46051  -0.583
121 O 2.67212 -3.20214 -0.25817  0.265
122 H 2.90064 4.85792 -0.19788  -0.456
123 H 1.46017 2.21273 -4.52666  0.684
124 H 3.92626 -1.90431 4.79421  0.359
125 O -1.59376 2.83749 4.19491  -0.496
126 C 4.15973 -3.89557 -1.91214  -0.736
127 S -1.62901 3.94434 -3.31346  1.469
128 H 1.67865 -3.82015 2.18769  -0.414
129 S 1.84460 -0.80656 4.73412  0.905
130 H -2.16160 1.18626 -0.24647  0.795
131 H 2.04440 7.14692 1.64130  0.396
132 H -4.71615 -0.60876 2.10346  0.478
133 H 1.19759 -6.48287 3.62065  0.418
134 C 1.89493 -6.24693 0.89169  0.391
135 C -3.94729 -0.92767 2.79467  -1.337
136 C -3.67279 -6.49456 -0.62755  -0.818
137 H -0.39130 6.36047 1.28179  0.553
138 O 4.72981 -3.95334 -0.62380  -0.428
139 H -3.20869 1.46660 -5.29170  0.133
140 C -2.36528 -5.80023 -1.03501  -0.977
141 H -3.41320 -4.02475 1.72192  0.249
142 C 1.04562 -4.73509 2.31738  0.351
143 H 4.63552 -3.09624 -2.46635  0.326
144 H 3.52463 0.53552 -2.02804  -0.430

Cartesian forces (eV/Å) of the 6 atoms listed first:
S 1.447 -0.502 -0.853
H 1.095 -0.499 0.056
O -0.199 0.117 2.271
C 0.444 0.711 1.414
O -0.500 -0.211 -0.230
C -1.015 -0.762 -1.164

Summary:
total charge	0
HOMO energy	-0.359	Eh
lowest unoccupied orbital energy	0.3	eV
SMILES string	C[C@H]1COC(=O)O1.C[C@H]1COC(=O)O1.C[C@H]1COC(=O)O1.O=S1(=O)CCCC1.O=S1(=O)CCCC1.O=S1(=O)CCCC1.O=S1(=O)CCCC1.O=S1(=O)CCCC1.O=S1(=O)CCCC1.O=S1(=O)CCCC1
spin multiplicity	1

Question: What is the total charge in the second record?
Answer: 0

Question: Number 1 is which compound?
Answer: C40H74N2O11S3

Question: Number 2 is which compound?
Answer: C40H74O23S7

Question: What is the formula in the second record?
Answer: C40H74O23S7